A structure of composition C12H25InN2O3P2S2 at a distorted geometry. Source: the OMol25 dataset; level of theory: ωB97M-V/def2-TZVPD.

Each line ends with the Mulliken charge.
Atoms and positions in Å:
In -0.490 -0.490 -1.817  0.824
C 2.779 1.561 3.258  -0.950
C 2.049 0.345 2.768  -0.339
O 2.296 0.216 1.324  -0.219
P 1.758 -0.969 0.422  0.865
S 2.221 -0.578 -1.502  -0.473
S -0.280 -1.136 0.670  -0.544
O 2.519 -2.170 1.017  -0.204
C 2.388 -3.520 0.501  -0.316
C 3.657 -4.294 0.777  -1.230
H 2.617 1.681 4.340  0.376
H 2.384 2.398 2.606  0.175
H 3.845 1.463 3.054  0.292
H 0.957 0.352 2.963  0.324
H 2.451 -0.573 3.230  0.358
H 2.211 -3.427 -0.533  0.395
H 1.521 -3.993 0.945  0.327
H 4.499 -3.943 0.125  0.283
H 3.474 -5.391 0.678  0.361
H 3.891 -4.125 1.803  0.329
N -2.621 -3.333 -1.176  -0.447
C -3.458 -2.190 -1.040  0.844
C -4.775 -2.312 -0.545  -0.825
C -5.553 -1.179 -0.485  -0.170
C -5.065 0.005 -0.952  -0.795
C -3.790 0.049 -1.428  -0.123
N -2.994 -1.006 -1.418  -0.251
H -2.952 -4.186 -0.781  0.250
H -1.642 -3.146 -0.932  0.129
H -5.030 -3.268 -0.129  0.301
H -6.524 -1.185 -0.032  0.420
H -5.738 0.837 -0.896  0.396
H -3.334 0.961 -1.815  0.416
C 0.943 2.850 0.466  -1.083
P 0.188 2.851 -1.221  0.793
C 1.599 3.133 -2.356  -1.075
C -0.898 4.252 -1.205  -1.180
O -0.624 1.663 -1.557  -0.436
H 1.223 3.906 0.624  0.496
H 1.834 2.202 0.431  0.205
H 0.269 2.457 1.235  0.395
H 2.134 4.103 -2.120  0.348
H 1.240 3.237 -3.360  0.413
H 2.278 2.271 -2.392  0.246
H -0.420 5.182 -0.849  0.376
H -1.760 4.038 -0.494  0.334
H -1.279 4.403 -2.204  0.388

Properties
Maximum force   3.40 eV/A
Net charge   +1
Frontier orbital gap (alpha / beta)   8.57 / 7.08 eV
2S+1   2
E_HOMO (alpha / beta)   -10.58 / -11.61 eV
Energy relative to the best compared isomer or geometry (same formula, charge and spin)   0.000 eV